Entry a
A single C6H12N2 molecule. Source: OMol25; level of theory: wB97M-V/def2-TZVPD.

Each atom is followed by the atoms it is bonded to, with distances in Å.
Element x y z (Å)
1 C -0.31672 0.29827 -1.94018  N4 1.467, H11 1.095, H12 1.095, H13 1.096
2 C -0.32067 2.39113 -0.65346  N4 1.464, H10 1.095, H14 1.096, H15 1.095
3 C -0.21887 -2.25142 1.23334  C6 1.512, H16 1.094, H17 1.093, H18 1.094
4 N -0.34270 0.92764 -0.61531  C1 1.467, C2 1.464, C5 1.401
5 C 0.07533 0.22754 0.52396  N4 1.401, C6 1.511, C7 1.342
6 C 0.50481 -1.21633 0.40211  C3 1.512, C5 1.511, N8 1.299
7 C 0.18014 0.71967 1.76825  C5 1.342, H19 1.083, H20 1.085
8 N 1.46452 -1.58139 -0.39278  C6 1.299, H9 1.024
9 H 1.60913 -2.59365 -0.33315  N8 1.024
10 H -0.95569 2.81098 0.13356  C2 1.095
11 H 0.70259 0.27889 -2.33906  C1 1.095
12 H -0.71619 -0.72111 -1.90722  C1 1.095
13 H -0.94883 0.84842 -2.64636  C1 1.096
14 H -0.69963 2.78041 -1.60478  C2 1.096
15 H 0.70208 2.76149 -0.52346  C2 1.095
16 H -0.56307 -3.05971 0.58120  C3 1.094
17 H -1.08663 -1.82481 1.74268  C3 1.093
18 H 0.47065 -2.66222 1.97629  C3 1.094
19 H -0.08641 1.74362 1.99775  C7 1.083
20 H 0.54616 0.12259 2.59665  C7 1.085

Its SMILES is [H]/N=C(\C)C(=C)N(C)C. As for the HOMO-LUMO gap: 0.3224 Eh. The value obtained for the HOMO energy is -0.2853 Ha. As for the charge: 0. For the LUMO energy, the calculation gives 0.03714 hartree.

Entry b
A single C6H12N2 molecule. Source: OMol25; level of theory: wB97M-V/def2-TZVPD.

Each atom is followed by the atoms it is bonded to, with distances in Å.
Element x y z (Å)
1 C 0.18398 1.44889 0.23173  C3 1.473, C5 1.442, H9 1.090
2 C 1.14849 -0.65683 -0.82161  C4 1.525, C5 1.566, H13 1.096, H14 1.093
3 C -0.83516 2.40308 0.70207  C1 1.473, H15 1.099, H16 1.096, H17 1.093
4 C 0.88188 -2.13645 -1.07674  C2 1.525, H18 1.091, H19 1.089, H20 1.092
5 C -0.04514 0.06748 -0.11311  C1 1.442, C2 1.566, C6 1.615, N7 1.390
6 C -0.10308 -0.59804 1.35700  C5 1.615, N8 1.251, H12 1.086
7 N -1.29726 -0.00533 -0.71120  C5 1.390, H10 1.018
8 N -1.13481 -1.18709 1.74768  C6 1.251, H11 1.032
9 H 1.20693 1.82168 0.17400  C1 1.090
10 H -1.42115 0.68867 -1.44502  N7 1.018
11 H -1.87907 -1.06794 1.04310  N8 1.032
12 H 0.81883 -0.57450 1.93091  C6 1.086
13 H 2.04878 -0.51610 -0.21236  C2 1.096
14 H 1.30678 -0.13861 -1.77099  C2 1.093
15 H -1.14301 3.07125 -0.11405  C3 1.099
16 H -1.73609 1.85975 1.01062  C3 1.096
17 H -0.44983 3.04646 1.49754  C3 1.093
18 H 0.77398 -2.69107 -0.14314  C4 1.091
19 H -0.03620 -2.26266 -1.64890  C4 1.089
20 H 1.71117 -2.57263 -1.63753  C4 1.092

As for the HOMO-LUMO gap (spin up / spin down): 0.2531 / 0.3468 Eh. The value obtained for the HOMO energy (spin up / spin down) is -0.2836 / -0.3471 Ha. As for the charge: 0. For the LUMO energy (spin up / spin down), the calculation gives -0.03047 / -0.00027 hartree.

Tell me which of them is the least stable. Sure, it is entry b.

Entry a
A single C6H12N2 molecule. Source: OMol25; level of theory: wB97M-V/def2-TZVPD.

Each atom is followed by the atoms it is bonded to, with distances in Å.
Element x y z (Å)
1 C 2.08745 0.12841 -0.21075  C2 1.510, H7 1.054, H8 1.039, H9 1.113
2 C 0.74030 0.33505 0.44006  C1 1.510, C3 1.477, C5 1.481, N20 1.522
3 C 0.12839 -0.76240 1.21586  C2 1.477, H10 1.104, H11 1.172, N19 1.515
4 C -0.37212 -0.68181 -1.13504  C5 1.507, H13 1.090, H14 1.131, N19 1.524
5 C -0.45982 0.61920 -0.38003  C2 1.481, C4 1.507, C6 1.523, N20 1.455
6 C -1.88095 0.73555 0.15506  C5 1.523, H15 1.176, H16 1.126, H17 1.113
7 H 2.20091 -0.90916 -0.35391  C1 1.054
8 H 2.95345 0.44561 0.26872  C1 1.039
9 H 2.16455 0.57179 -1.22837  C1 1.113
10 H -0.65225 -0.34970 1.87877  C3 1.104
11 H 0.77633 -1.30395 2.02813  C3 1.172
12 H -1.36343 -1.87315 0.12550  N19 1.142
13 H -1.35304 -0.77818 -1.59938  C4 1.090
14 H 0.54307 -0.99999 -1.71896  C4 1.131
15 H -1.65238 1.46891 1.04502  C6 1.176
16 H -2.46224 -0.22433 0.24938  C6 1.126
17 H -2.41804 1.25478 -0.67012  C6 1.113
18 H 1.02442 2.21237 -0.35170  N20 1.061
19 N -0.24787 -1.64271 0.04179  C3 1.515, C4 1.524, H12 1.142
20 N 0.24329 1.75370 0.19997  C2 1.522, C5 1.455, H18 1.061

Its SMILES is C[C@]12CNC[C@]1(C)N2. As for the HOMO-LUMO gap: 0.3387 Eh. The value obtained for the HOMO energy is -0.3018 Ha. As for the charge: 0. For the LUMO energy, the calculation gives 0.03684 hartree.

Entry b
A single C6H12N2 molecule. Source: OMol25; level of theory: wB97M-V/def2-TZVPD.

Each atom is followed by the atoms it is bonded to, with distances in Å.
Element x y z (Å)
1 C -1.25358 1.69686 -1.25444  N4 1.317, H10 1.077, H11 1.068
2 C 1.51354 0.46649 1.12735  C5 1.542, H14 1.088, H15 1.087, H16 1.087
3 C -0.06231 -1.46999 1.31457  C5 1.535, H13 1.086, H17 1.087, H18 1.087
4 N -1.33545 1.57859 0.05447  C1 1.317, N8 1.295, H9 1.025
5 C 0.21139 -0.15075 0.57857  C2 1.542, C3 1.535, C6 1.561, N8 1.440
6 C 0.43693 -0.37354 -0.94954  C5 1.561, C7 1.329, H12 1.086
7 C -0.00625 -1.42431 -1.63126  C6 1.329, H19 1.078, H20 1.080
8 N -0.89719 0.70796 0.90676  N4 1.295, C5 1.440
9 H -1.63285 2.42672 0.54632  N4 1.025
10 H -1.72289 2.55663 -1.70248  C1 1.077
11 H -1.07048 0.94476 -1.99076  C1 1.068
12 H 1.21878 0.23718 -1.39146  C6 1.086
13 H -1.01460 -1.88970 1.00437  C3 1.086
14 H 1.74768 1.40145 0.62222  C2 1.088
15 H 2.34370 -0.21957 0.97794  C2 1.087
16 H 1.40037 0.65595 2.19131  C2 1.087
17 H 0.72963 -2.18842 1.11809  C3 1.087
18 H -0.11745 -1.27706 2.38239  C3 1.087
19 H -0.77582 -2.07562 -1.24955  C7 1.078
20 H 0.28684 -1.60362 -2.65488  C7 1.080

As for the HOMO-LUMO gap (spin up / spin down): 0.3095 / 0.3095 Eh. The value obtained for the HOMO energy (spin up / spin down) is -0.2750 / -0.2750 Ha. As for the charge: 0. For the LUMO energy (spin up / spin down), the calculation gives 0.03447 / 0.03448 hartree.

Entry c
A single C6H12N2 molecule. Source: OMol25; level of theory: wB97M-V/def2-TZVPD.

Each atom is followed by the atoms it is bonded to, with distances in Å.
Element x y z (Å)
1 C 1.56700 0.16278 1.74695  C3 1.475, N8 1.346
2 C -0.70061 0.21336 -1.16454  C6 1.461, N7 1.346
3 C 1.59749 -0.25537 3.16137  C1 1.475, H9 1.091, H10 1.025, H11 1.121
4 C -1.27361 0.46089 -3.55461  C6 1.524, H12 1.092, H13 1.151, H14 1.088
5 C -0.74383 -0.53638 1.86920  N8 1.420, H15 1.049, H16 1.146, H17 1.046
6 C -0.16437 0.37697 -2.51360  C2 1.461, C4 1.524, H18 1.157, H19 1.117
7 N 0.30351 0.06059 -0.28057  C2 1.346, N8 1.434, H20 1.102
8 N 0.38564 -0.07002 1.14561  C1 1.346, C5 1.420, N7 1.434
9 H 0.78816 0.26717 3.67397  C3 1.091
10 H 1.54595 -1.26633 3.32526  C3 1.025
11 H 2.53295 0.15177 3.62603  C3 1.121
12 H -1.89162 -0.43720 -3.49343  C4 1.092
13 H -0.85505 0.64895 -4.60983  C4 1.151
14 H -2.02589 1.18513 -3.24963  C4 1.088
15 H -1.14615 0.20677 2.49047  C5 1.049
16 H -1.69288 -0.89189 1.33423  C5 1.146
17 H -0.58077 -1.36199 2.49010  C5 1.046
18 H 0.58295 1.26022 -2.51579  C6 1.157
19 H 0.48227 -0.49402 -2.78036  C6 1.117
20 H 1.28885 0.31859 -0.70082  N7 1.102

As for the HOMO-LUMO gap: 0.3402 Eh. The value obtained for the HOMO energy is -0.3068 Ha. As for the charge: 0. For the LUMO energy, the calculation gives 0.03341 hartree.

Tell me which of them is the least stable. Sure, it is entry c.

Entry a
A 2-piece molecular cluster, C6H12N2 overall. Source: OMol25; level of theory: wB97M-V/def2-TZVPD.

Each atom is followed by the atoms it is bonded to, with distances in Å.
Element x y z (Å)
1 C -0.99339 0.10898 2.45710  C2 1.541, H7 1.035, H8 1.195, H12 1.177
2 C 0.02067 -0.16674 1.32997  C1 1.541, C3 1.331, N5 1.532
3 C 0.53985 -1.20488 0.67808  C2 1.331, N6 1.427, H9 1.109
4 C 2.04403 0.51810 0.43955  N5 1.268, N6 1.438, H10 1.054
5 N 1.11324 0.90110 1.21143  C2 1.532, C4 1.268
6 N 1.64859 -0.75516 -0.09963  C3 1.427, C4 1.438, H11 1.153
7 H -0.96317 1.14356 2.48744  C1 1.035
8 H -0.34626 -0.40580 3.31956  C1 1.195
9 H 0.26636 -2.27854 0.62741  C3 1.109
10 H 2.88982 1.04411 0.09386  C4 1.054
11 H 2.35867 -1.42384 -0.71456  N6 1.153
12 H -2.06293 -0.36389 2.32091  C1 1.177
13 C -1.07028 0.01967 -2.89040  C14 1.585, H15 1.021, H16 1.041, H17 1.001
14 C -2.36331 0.57883 -2.16427  C13 1.585, H18 1.107, H19 1.123, H20 1.087
15 H -1.35791 -0.35371 -3.79587  C13 1.021
16 H -0.51378 0.89475 -2.97606  C13 1.041
17 H -0.59903 -0.70330 -2.38282  C13 1.001
18 H -1.99304 1.47849 -1.63619  C14 1.107
19 H -2.89362 -0.08012 -1.42617  C14 1.123
20 H -3.18333 0.90303 -2.80032  C14 1.087

Its SMILES is Cc1c[nH]cn1.CC. As for the HOMO-LUMO gap: 0.3539 Eh. The value obtained for the HOMO energy is -0.3220 Ha. As for the charge: 0. For the LUMO energy, the calculation gives 0.03190 hartree.

Entry b
A single C6H12N2 molecule. Source: OMol25; level of theory: wB97M-V/def2-TZVPD.

Each atom is followed by the atoms it is bonded to, with distances in Å.
Element x y z (Å)
1 C -0.03968 1.25511 -0.13664  C2 1.308, C3 1.542, N7 1.390
2 C -0.88585 0.29081 -0.39127  C1 1.308, C6 1.258
3 C -0.37108 2.73954 -0.38791  C1 1.542, H9 1.105, H10 1.147, H11 1.122
4 C -1.75256 -1.62312 0.58788  C6 1.537, H12 1.209, H13 1.072, H14 1.090
5 C 1.89524 -1.30491 0.46077  N8 1.445, H15 1.128, H16 1.130, H17 1.159
6 C -1.87730 -0.48216 -0.43448  C2 1.258, C4 1.537, H18 1.197
7 N 1.32689 1.00535 -0.08812  C1 1.390, N8 1.445, H20 0.981
8 N 1.58106 -0.33508 -0.56289  C5 1.445, N7 1.445, H19 1.055
9 H -1.36249 2.88402 -0.85402  C3 1.105
10 H -0.18559 3.57225 0.37939  C3 1.147
11 H 0.43167 2.89822 -1.15500  C3 1.122
12 H -2.46855 -2.49607 0.15435  C4 1.209
13 H -2.14964 -1.31354 1.53434  C4 1.072
14 H -0.75581 -2.06492 0.60803  C4 1.090
15 H 2.95260 -1.11709 0.80470  C5 1.128
16 H 1.25702 -1.23111 1.39029  C5 1.130
17 H 1.89575 -2.42261 0.15270  C5 1.159
18 H -2.20155 -0.85552 -1.52423  C6 1.197
19 H 0.81479 -0.68314 -1.19941  N8 1.055
20 H 1.89507 1.28397 0.66151  N7 0.981

Its SMILES is CC=C=C(C)NNC. As for the HOMO-LUMO gap: 0.3076 Eh. The value obtained for the HOMO energy is -0.2728 Ha. As for the charge: 0. For the LUMO energy, the calculation gives 0.03481 hartree.

Tell me which of them is the least stable. Sure, it is entry b.